Molecular formula: C53H47ClF6O2
Method: DFT, ωB97M-V/def2-TZVPD

frontier orbital gap = 7.98 eV
LUMO energy = -0.96 eV
SMILES = CC[C@@H](Cl)C1=CC(=O)C(Cc2ccccc2C)=CC1=O.Fc1ccccc1.Fc1ccccc1.Fc1ccccc1.Fc1ccccc1.Fc1ccccc1.Fc1ccccc1

Geometry (Å):
C 5.547 1.607 2.033
C 4.377 0.695 2.448
C 3.633 0.100 1.246
Cl 4.537 -1.273 0.561
C 2.222 -0.249 1.623
C 1.173 -0.027 0.838
C -0.173 -0.379 1.364
O -1.006 -0.909 0.683
C -0.357 -0.101 2.823
C -1.658 0.437 3.384
C -2.602 0.959 2.315
C -3.755 0.208 2.055
C -4.662 0.608 1.084
C -4.413 1.782 0.382
C -3.266 2.532 0.629
C -2.338 2.136 1.590
C -1.066 2.930 1.826
C 0.693 -0.361 3.599
C 1.944 -0.846 2.969
O 2.660 -1.665 3.474
H 5.466 2.560 2.545
H 6.507 1.154 2.253
H 5.488 1.815 0.967
H 4.678 -0.097 3.125
H 3.638 1.321 2.949
H 3.567 0.898 0.513
H 1.279 0.397 -0.149
H -2.156 -0.281 4.025
H -1.377 1.291 3.996
H -3.922 -0.691 2.632
H -5.536 0.005 0.891
H -5.124 2.085 -0.373
H -3.150 3.425 0.031
H -0.461 2.839 0.924
H -0.534 2.484 2.652
H -1.249 3.987 1.982
H 0.701 -0.229 4.671
F -2.426 5.869 0.684
C -2.810 6.739 -0.274
C -4.146 7.067 -0.370
C -4.547 7.956 -1.355
C -3.613 8.492 -2.231
C -2.273 8.146 -2.117
C -1.861 7.264 -1.128
H -4.853 6.630 0.315
H -5.592 8.225 -1.444
H -3.930 9.178 -3.005
H -1.546 8.559 -2.803
H -0.822 6.983 -1.018
F 2.485 -7.642 -0.216
C 2.050 -6.432 0.201
C 2.948 -5.565 0.789
C 2.500 -4.321 1.210
C 1.167 -3.972 1.046
C 0.279 -4.861 0.457
C 0.721 -6.103 0.024
H 3.982 -5.862 0.913
H 3.196 -3.630 1.666
H 0.818 -3.006 1.376
H -0.760 -4.585 0.333
H 0.049 -6.809 -0.445
F 8.217 -3.681 4.005
C 7.772 -4.237 2.859
C 7.110 -3.442 1.945
C 6.660 -4.017 0.766
C 6.863 -5.369 0.524
C 7.525 -6.151 1.461
C 7.991 -5.582 2.639
H 6.952 -2.393 2.156
H 6.146 -3.411 0.033
H 6.505 -5.814 -0.395
H 7.678 -7.203 1.274
H 8.515 -6.170 3.380
F -6.272 5.020 -0.502
C -7.605 5.230 -0.448
C -8.425 4.524 -1.305
C -9.794 4.742 -1.247
C -10.319 5.660 -0.347
C -9.473 6.360 0.502
C -8.103 6.144 0.458
H -7.994 3.818 -2.003
H -10.452 4.193 -1.907
H -11.386 5.828 -0.308
H -9.880 7.078 1.202
H -7.428 6.674 1.117
F -6.550 5.034 -7.003
C -5.507 5.065 -6.149
C -4.233 4.866 -6.641
C -3.163 4.903 -5.758
C -3.380 5.128 -4.405
C -4.671 5.321 -3.932
C -5.746 5.294 -4.808
H -4.088 4.686 -7.697
H -2.158 4.755 -6.128
H -2.544 5.154 -3.719
H -4.841 5.493 -2.877
H -6.760 5.451 -4.462
F 8.145 -8.412 -0.666
C 7.510 -9.562 -0.979
C 6.168 -9.515 -1.298
C 5.518 -10.698 -1.621
C 6.212 -11.900 -1.613
C 7.561 -11.922 -1.285
C 8.222 -10.744 -0.968
H 5.644 -8.568 -1.291
H 4.468 -10.678 -1.878
H 5.700 -12.820 -1.862
H 8.102 -12.858 -1.274
H 9.273 -10.736 -0.716


Molecular formula: C3H11N2S
Method: DFT, ωB97M-V/def2-TZVPD

energy relative to the best compared isomer or geometry (same formula, charge and spin) = 2.244 eV
frontier orbital gap = 10.06 eV
LUMO energy = -3.42 eV
charge = +1

Geometry (Å):
C 1.644 1.399 -0.506
C 0.531 -1.166 0.014
C 1.569 0.824 0.831
N 0.968 -0.274 1.080
N -0.650 -1.818 0.757
S -3.103 0.894 -0.369
H 2.036 2.345 -0.588
H 2.385 0.723 -1.067
H 0.632 1.466 -1.008
H -2.832 1.905 -1.193
H 0.273 -0.621 -0.892
H 1.257 -1.932 -0.187
H 2.163 1.235 1.546
H -1.361 -2.163 0.094
H -0.358 -2.463 1.530
H -1.102 -0.909 1.100
H -4.052 0.555 -1.142


Molecular formula: C23H35PdS
Method: DFT, ωB97M-V/def2-TZVPD

frontier orbital gap (spin up / spin down) = 7.90 / 5.30 eV
LUMO energy (spin up / spin down) = -1.78 / -6.06 eV
multiplicity = 5
charge = +1

Geometry (Å):
C 0.965 -2.385 0.722
C 1.922 -1.694 -0.085
C 1.412 -1.608 -1.416
C 0.115 -2.242 -1.447
C -0.154 -2.738 -0.114
Pd -0.451 -0.493 -0.227
C -2.816 1.100 -0.075
C -2.033 0.689 1.010
H -1.545 1.447 1.631
C -1.892 -0.675 1.388
H -2.663 -1.383 1.092
H -1.320 -0.910 2.283
C -2.945 2.548 -0.399
H -2.338 3.170 0.267
H -2.622 2.750 -1.428
H -3.993 2.876 -0.321
C -3.559 0.159 -0.959
H -3.430 -0.894 -0.683
H -4.639 0.383 -0.956
H -3.211 0.274 -2.000
C 3.208 -1.115 0.378
H 3.202 -0.934 1.463
H 4.056 -1.782 0.150
H 3.410 -0.148 -0.105
C 2.103 -0.983 -2.572
H 2.460 0.029 -2.331
H 2.979 -1.575 -2.880
H 1.435 -0.906 -3.439
C -0.767 -2.408 -2.628
H -0.706 -1.529 -3.280
H -0.486 -3.288 -3.224
H -1.811 -2.528 -2.314
C -1.321 -3.579 0.264
H -2.227 -3.269 -0.274
H -1.136 -4.636 0.019
H -1.528 -3.516 1.337
C 1.112 -2.706 2.164
H 0.156 -3.010 2.609
H 1.832 -3.526 2.311
H 1.472 -1.836 2.738
C 0.007 1.233 -1.288
C 0.587 2.251 -0.575
C -0.292 1.324 -2.634
C 0.999 3.405 -1.271
H 0.735 2.132 0.501
C 0.112 2.479 -3.327
H -0.823 0.522 -3.141
C 0.789 3.495 -2.649
H 1.488 4.207 -0.720
H -0.107 2.557 -4.392
H 1.157 4.362 -3.202
C 0.504 1.353 4.683
S 1.037 0.773 3.071
C 2.397 1.934 2.855
H -0.446 0.861 4.908
H 0.364 2.437 4.660
H 1.244 1.066 5.432
H 2.054 2.947 3.106
H 3.233 1.640 3.503
H 2.717 1.893 1.808


Molecular formula: C11H27Cl12N5O10
Method: DFT, ωB97M-V/def2-TZVPD

energy relative to the best compared isomer or geometry (same formula, charge and spin) = 2.204 eV
frontier orbital gap = 10.63 eV
LUMO energy = -0.25 eV
SMILES = C[N+](=O)[O-].C[N+](=O)[O-].C[N+](=O)[O-].C[N+](=O)[O-].C[N+](=O)[O-].ClCCl.ClCCl.ClCCl.ClCCl.ClCCl.ClCCl

Geometry (Å):
C 7.094 7.784 -6.267
N 6.377 8.362 -5.051
O 5.724 9.387 -5.207
O 6.401 7.720 -4.028
H 6.373 7.051 -6.629
H 8.041 7.355 -5.938
H 7.243 8.586 -6.990
C 13.448 4.876 -0.636
N 13.036 3.513 -0.236
O 13.973 2.722 -0.124
O 11.817 3.266 -0.021
H 14.514 4.905 -0.860
H 13.205 5.506 0.220
H 12.862 5.056 -1.537
C 10.354 20.799 -0.304
N 10.323 19.819 -1.475
O 10.991 18.803 -1.324
O 9.777 20.150 -2.500
H 11.051 20.403 0.434
H 9.320 20.916 0.018
H 10.855 21.686 -0.693
C 14.092 11.544 -5.108
N 12.809 11.570 -4.316
O 12.302 12.654 -4.076
O 12.317 10.520 -3.888
H 13.881 10.863 -5.932
H 14.885 11.147 -4.474
H 14.298 12.593 -5.318
C 6.956 13.710 0.470
N 5.672 14.388 0.178
O 5.716 15.509 -0.366
O 4.677 13.684 0.395
H 7.646 14.216 -0.205
H 6.874 12.652 0.219
H 7.158 13.886 1.526
C 15.792 15.193 1.856
Cl 17.164 16.244 2.077
Cl 15.970 13.904 0.717
H 15.631 14.761 2.844
H 14.929 15.826 1.649
C 18.153 16.689 -11.027
Cl 16.819 16.195 -9.937
Cl 17.474 16.987 -12.659
H 18.481 17.663 -10.664
H 18.860 15.859 -11.011
C 18.026 9.688 -10.588
Cl 18.918 10.641 -9.376
Cl 18.258 10.275 -12.261
H 18.329 8.641 -10.570
H 16.990 9.795 -10.269
C 9.881 15.953 -8.495
Cl 8.276 15.718 -7.751
Cl 9.852 17.429 -9.505
H 10.555 16.191 -7.671
H 10.196 15.067 -9.047
C 12.835 6.573 -12.379
Cl 13.345 4.908 -12.065
Cl 12.092 7.327 -10.877
H 13.760 7.044 -12.713
H 12.049 6.510 -13.132
C 20.672 9.762 -1.197
Cl 19.676 8.824 0.013
Cl 21.274 11.339 -0.567
H 21.544 9.179 -1.494
H 20.035 10.014 -2.045


Number 1: energy -88644.7124 eV. Number 2: energy -17096.7691 eV. Number 3: energy -38723.4225 eV. Number 4: energy -190023.6156 eV.